Model one:
C4H8N2O3 | the ωB97M-V functional and the def2-TZVPD basis

Last column: natural (NBO) charge in e.
Geometry (Å):
C (2.4402, -0.5928, -0.3346)  -0.259
O (1.1389, -0.7886, 0.2930)  -0.498
C (0.2704, 0.1974, 0.3538)  0.427
C (0.4627, 1.6956, 0.2343)  -0.692
C (-1.3037, -0.4496, 0.1484)  0.197
N (-1.4622, -1.8341, 0.1436)  -0.800
N (-2.4294, 0.3050, 0.2076)  0.428
O (-3.5411, -0.2500, 0.1506)  -0.472
O (-2.3375, 1.4997, 0.3498)  -0.435
H (2.4270, -0.7154, -1.3948)  0.200
H (3.1897, -1.2207, 0.3635)  0.220
H (2.6754, 0.4465, -0.2068)  0.180
H (0.0617, 1.8661, -0.7652)  0.256
H (-0.0400, 2.2148, 0.9883)  0.265
H (1.5694, 1.9095, 0.1658)  0.207
H (-0.7710, -2.3032, -0.3522)  0.373
H (-2.3504, -1.9803, -0.3452)  0.401

Output
HOMO-LUMO gap (alpha / beta)   7.1217 / 7.7621 eV
Structure (SMILES)   CO/C(C)=C(\N)[N+](=O)[O-]
HOMO level (alpha / beta)   -7.625 / -7.764 eV
LUMO energy (alpha / beta)   -0.50 / 0.00 eV
M   132.12 g/mol

=====

Model two:
C4H8N2O3 | the ωB97M-V functional and the def2-TZVPD basis

Last column: natural (NBO) charge in e.
Geometry (Å):
C (1.2728, -0.6514, 0.1144)  0.523
C (2.0673, 0.4609, -0.4977)  -0.733
C (-1.1486, -0.9332, -0.7213)  -0.337
C (0.0638, -0.2568, 0.9055)  -0.012
N (-0.0641, 1.1023, 1.2878)  -0.768
N (-2.2942, -0.1337, -0.4545)  0.467
O (1.5399, -1.8295, -0.0451)  -0.540
O (-3.2884, -0.6112, 0.0876)  -0.414
O (-2.1405, 1.0743, -0.6310)  -0.435
H (2.5155, 1.0968, 0.2629)  0.251
H (1.2388, 0.8523, -1.1337)  0.229
H (2.7966, 0.0788, -1.2744)  0.255
H (-1.0434, -1.9996, -0.4566)  0.251
H (-0.5329, -0.4275, -1.5145)  0.220
H (-0.4951, -0.9583, 1.5489)  0.246
H (-0.6829, 1.3873, 1.9466)  0.398
H (0.1954, 1.7483, 0.5752)  0.396

Output
HOMO-LUMO gap (alpha / beta)   8.5945 / 8.5939 eV
HOMO level (alpha / beta)   -9.163 / -9.163 eV
LUMO energy (alpha / beta)   -0.57 / -0.57 eV
M   132.12 g/mol

=====

Model three:
C4H8N2O3 | the ωB97M-V functional and the def2-TZVPD basis

Last column: natural (NBO) charge in e.
Geometry (Å):
C (-0.2748, -0.8817, -1.2528)  -0.287
N (0.8760, -1.4252, -1.2815)  0.381
O (2.0282, -1.0441, -1.3755)  -0.482
O (0.7234, -2.7429, -0.8922)  -0.558
H (-0.2763, 0.1525, -1.6676)  0.210
H (-1.2324, -1.5250, -1.2290)  0.247
H (1.6386, -3.1711, -0.7493)  0.497
O (-0.1464, -1.1910, 1.4191)  -0.586
C (-0.2588, -0.0796, 1.0388)  0.689
C (0.6289, 1.2211, 0.9971)  -0.533
C (-0.6877, 1.9206, 0.5154)  -0.217
N (-1.3570, 0.6586, 0.8513)  -0.621
H (1.6068, 1.4513, 0.4495)  0.250
H (0.9471, 1.4559, 2.0748)  0.240
H (-1.0795, 2.7704, 1.0508)  0.200
H (-0.8786, 2.0052, -0.5740)  0.180
H (-2.2574, 0.4250, 0.6252)  0.389

Output
HOMO-LUMO gap   9.8144 eV
Structure (SMILES)   C=[N+]([O-])O.O=C1CCN1
HOMO level   -9.079 eV
LUMO energy   0.74 eV
M   132.12 g/mol

=====

Result of the stability comparison: model one is the least stable of them.

=====

Model one:
C4H8N2O3 | the ωB97M-V functional and the def2-TZVPD basis

Last column: natural (NBO) charge in e.
Geometry (Å):
C (-1.2050, 1.6946, 0.5796)  -0.740
C (-0.7529, 0.2748, 0.7682)  0.630
O (-1.1393, -0.4071, 1.7154)  -0.581
C (0.1748, -0.4120, -0.4133)  0.059
N (-0.0733, 0.0918, -1.7401)  -0.824
N (-0.1658, -1.8127, -0.4292)  -0.841
C (1.5846, -0.1657, 0.1022)  0.774
O (2.5773, 0.0351, -0.5811)  -0.539
O (1.5803, 0.1220, 1.4846)  -0.717
H (-2.0262, 1.9039, 1.2712)  0.239
H (-1.6103, 1.8443, -0.4213)  0.256
H (-0.3668, 2.3673, 0.7685)  0.250
H (0.8110, 0.1635, -2.2453)  0.387
H (-0.6113, -0.6071, -2.2508)  0.378
H (-0.0354, -2.3371, 0.4370)  0.379
H (0.3328, -2.4098, -1.0910)  0.375
H (0.9254, -0.3460, 2.0453)  0.516

Output
HOMO-LUMO gap   10.0037 eV
Structure (SMILES)   CC(=O)C(N)(N)C(=O)O
HOMO level   -9.488 eV
LUMO energy   0.52 eV
M   132.12 g/mol

=====

Model two:
C4H8N2O3 | the ωB97M-V functional and the def2-TZVPD basis

Last column: natural (NBO) charge in e.
Geometry (Å):
C (0.3812, 1.5763, -1.3518)  -0.227
O (-0.0470, 0.8978, -0.1991)  -0.565
C (0.6407, -0.3147, 0.1330)  -0.089
C (0.6035, -0.6762, 1.4306)  0.534
O (-0.0597, 0.1348, 2.3109)  -0.701
O (1.1392, -1.8861, 1.8487)  -0.677
H (0.6129, 0.8016, -1.9793)  0.167
H (1.2884, 2.3391, -1.2585)  0.166
H (-0.5050, 2.2171, -1.6737)  0.189
H (1.0882, -0.7722, -0.7897)  0.196
H (-0.4889, 0.8956, 1.8838)  0.525
H (0.9746, -1.9981, 2.7593)  0.491
N (-1.5577, -2.7980, 0.1365)  -0.755
C (-1.9720, -1.6941, 0.2442)  0.669
N (-2.5700, -0.6804, 0.5015)  -0.776
H (-0.7835, -3.3395, 0.6239)  0.436
H (-2.9022, 0.0648, -0.1621)  0.416

Output
HOMO-LUMO gap   8.7273 eV
Structure (SMILES)   COC=C(O)O.N=C=N
HOMO level   -8.044 eV
LUMO energy   0.68 eV
M   132.12 g/mol

=====

Result of the stability comparison: model two is the least stable of them.

=====

Model one:
C5H14NS | the ωB97M-V functional and the def2-TZVPD basis

Last column: natural (NBO) charge in e.
Geometry (Å):
C (-0.3417, -2.6966, -1.7904)  -0.602
C (-0.1473, -1.3110, -1.1599)  -0.417
C (-0.1016, -1.4701, 0.3430)  -0.504
S (1.3126, -0.6708, 1.2550)  -0.001
H (-0.5668, -2.6359, -2.8661)  0.236
H (-1.1989, -3.2369, -1.2941)  0.214
H (0.5466, -3.2848, -1.6111)  0.225
H (0.7403, -0.8252, -1.5658)  0.226
H (-1.0042, -0.6274, -1.3457)  0.165
H (-0.1108, -2.5334, 0.5901)  0.249
H (-1.0320, -1.0577, 0.8002)  0.181
H (0.5894, -0.5680, 2.3702)  0.130
C (-0.9856, 2.6991, 0.0361)  -0.087
C (0.0147, 3.2786, -0.6411)  -0.319
N (-0.8576, 1.3488, 0.5293)  -0.756
H (-1.9483, 3.1093, 0.2561)  0.231
H (-0.0585, 4.3133, -1.0889)  0.261
H (0.9454, 2.7644, -0.7696)  0.217
H (0.1152, 1.1161, 0.8276)  0.454
H (-1.4559, 1.1395, 1.3705)  0.442
H (-1.1909, 0.6193, -0.1844)  0.455

Output
Net charge   +1
HOMO-LUMO gap   10.0670 eV
HOMO level   -13.561 eV
LUMO energy   -3.49 eV
M   120.24 g/mol

=====

Model two:
C5H14NS | the ωB97M-V functional and the def2-TZVPD basis

Last column: natural (NBO) charge in e.
Geometry (Å):
C (2.8514, 1.3394, -1.3538)  -0.729
S (1.4544, 2.3442, -0.6554)  0.183
C (0.0372, 1.1547, -0.8104)  -0.534
C (-0.4898, 0.6723, 0.5179)  -0.436
C (-1.2490, -0.6625, 0.4453)  -0.030
C (-0.4544, -1.7930, -0.2012)  -0.651
N (-1.7651, -0.9680, 1.8779)  -0.680
H (3.7005, 1.5201, -0.7029)  0.237
H (2.7701, 0.2568, -1.3930)  0.220
H (2.9925, 1.8063, -2.3201)  0.234
H (-0.7630, 1.6740, -1.3387)  0.236
H (0.4594, 0.4011, -1.4641)  0.232
H (0.2493, 0.6593, 1.3324)  0.220
H (-1.2167, 1.3877, 0.9257)  0.215
H (-2.1326, -0.4024, -0.1388)  0.218
H (-0.6141, -1.7237, -1.2711)  0.258
H (0.6040, -1.7278, 0.0346)  0.236
H (-0.8173, -2.7894, 0.0575)  0.231
H (-1.5142, -1.9043, 2.1452)  0.441
H (-2.7681, -0.9268, 1.7805)  0.451
H (-1.3345, -0.3178, 2.5325)  0.450

Output
Net charge   +1
HOMO-LUMO gap   8.0158 eV
Structure (SMILES)   CSCC[C@@H](C)[NH3+]
HOMO level   -11.639 eV
LUMO energy   -3.62 eV
M   120.24 g/mol

=====

Result of the stability comparison: model one is the least stable of them.

=====

Model one:
C5H14NS | the ωB97M-V functional and the def2-TZVPD basis

Last column: natural (NBO) charge in e.
Geometry (Å):
C (-0.9321, 0.3854, 1.3823)  -0.070
C (-0.6819, 1.6349, 1.7056)  -0.323
N (-2.2640, -0.2191, 1.6565)  -0.690
H (-0.2587, -0.3131, 0.9101)  0.240
H (0.1443, 2.1328, 1.2199)  0.257
H (-1.3392, 2.2211, 2.3363)  0.220
H (-2.1636, -0.9984, 2.3175)  0.445
H (-2.8963, 0.4511, 2.0981)  0.449
H (-2.6748, -0.6114, 0.8068)  0.454
C (-0.1701, -1.8028, -1.7432)  -0.602
C (1.0861, -1.0081, -1.4314)  -0.524
S (0.7620, 0.7748, -1.5629)  0.178
C (2.1711, 1.3657, -0.6025)  -0.755
H (0.0094, -2.8682, -1.6042)  0.229
H (-0.5645, -1.6243, -2.7405)  0.232
H (-0.9535, -1.5225, -1.0306)  0.159
H (1.9263, -1.3143, -2.0516)  0.233
H (1.3720, -1.1904, -0.3911)  0.191
H (2.1713, 1.0111, 0.4292)  0.200
H (3.0908, 1.0408, -1.0840)  0.236
H (2.1654, 2.4548, -0.6204)  0.241

Output
Net charge   +1
HOMO-LUMO gap   7.8736 eV
HOMO level   -11.682 eV
LUMO energy   -3.81 eV
M   120.24 g/mol

=====

Model two:
C5H14NS | the ωB97M-V functional and the def2-TZVPD basis

Last column: natural (NBO) charge in e.
Geometry (Å):
C (-0.5731, -2.3510, -0.8021)  -0.464
N (-0.9742, -1.1459, 0.0309)  -0.563
C (-0.0256, 0.0589, 0.0541)  0.117
C (0.5115, 0.2413, -1.2994)  -0.705
C (0.9520, -0.1731, 1.1987)  -0.665
S (-1.3421, 1.4411, 0.5097)  0.194
C (-0.1490, 2.7699, 0.7760)  -0.727
H (-0.6882, -2.3582, -1.8627)  0.257
H (0.4328, -2.7516, -0.6274)  0.246
H (-1.1224, -3.2518, -0.2753)  0.248
H (-1.2101, -1.3758, 1.0475)  0.457
H (-1.9029, -0.9823, -0.4602)  0.452
H (-0.2554, 0.5118, -1.9229)  0.239
H (1.1600, -0.4480, -1.7184)  0.242
H (1.0403, 1.0963, -1.4047)  0.258
H (0.5089, -0.2286, 2.0859)  0.221
H (1.6568, 0.7665, 1.1139)  0.256
H (1.6502, -1.1082, 1.1586)  0.244
H (0.6316, 2.6161, 1.4777)  0.226
H (-0.6218, 3.6315, 0.9854)  0.251
H (0.3206, 3.0413, -0.0653)  0.217

Output
Net charge   +1
HOMO-LUMO gap   9.8206 eV
Structure (SMILES)   C[NH2+]C(C)(C)SC
HOMO level   -13.124 eV
LUMO energy   -3.30 eV
M   120.24 g/mol

=====

Result of the stability comparison: model two is the least stable of them.

=====

Model one:
C3H6O2S | the ωB97M-V functional and the def2-TZVPD basis

Last column: natural (NBO) charge in e.
Geometry (Å):
C (-0.3041, 1.8538, 0.0636)  -0.240
O (0.2509, 0.6901, 0.5829)  -0.536
C (0.7875, -0.2722, -0.2326)  -0.194
C (0.0676, -1.5073, -0.2053)  0.426
O (0.1462, -2.3221, -1.0903)  -0.539
S (-0.9024, -1.6072, 1.3175)  -0.034
H (-0.8469, 1.7109, -0.9036)  0.170
H (0.5054, 2.5243, -0.1463)  0.174
H (-1.0196, 2.2354, 0.8204)  0.203
H (1.8714, -0.5347, 0.0743)  0.219
H (0.9565, -0.0115, -1.2789)  0.215
H (-1.5125, -2.7596, 0.9983)  0.135

Output
HOMO-LUMO gap   10.3775 eV
Structure (SMILES)   COCC(=O)S
HOMO level   -9.678 eV
LUMO energy   0.70 eV
M   106.15 g/mol

=====

Model two:
C3H6O2S | the ωB97M-V functional and the def2-TZVPD basis

Last column: natural (NBO) charge in e.
Geometry (Å):
C (-2.8411, -0.1862, -0.0533)  -0.264
O (-1.4121, -0.5246, -0.0848)  -0.549
C (-0.6832, 0.6665, 0.1678)  -0.177
C (0.8349, 0.5822, 0.0099)  0.394
O (1.4469, 1.6446, -0.1120)  -0.549
S (1.6639, -0.9870, -0.0015)  0.023
H (-3.2889, -1.0386, -0.6157)  0.209
H (-2.9658, 0.7270, -0.6688)  0.179
H (-3.1743, -0.0381, 1.0316)  0.186
H (-1.0022, 1.5577, -0.3538)  0.206
H (-0.9143, 0.9553, 1.2228)  0.194
H (0.5818, -1.7059, 0.2353)  0.147

Output
HOMO-LUMO gap   10.7231 eV
Structure (SMILES)   COCC(=O)S
HOMO level   -10.037 eV
LUMO energy   0.69 eV
M   106.15 g/mol

=====

Result of the stability comparison: model one is the least stable of them.

=====

Model one:
C3H6O2S | the ωB97M-V functional and the def2-TZVPD basis

Last column: natural (NBO) charge in e.
Geometry (Å):
O (0.7313, 1.6961, -0.2284)  -0.713
C (1.1200, 0.4052, -0.3678)  -0.091
C (-0.0057, -0.5185, 0.0704)  0.156
O (0.0322, -1.8810, -0.2543)  -0.702
C (-1.5502, 0.0739, 0.0240)  -0.504
S (-0.7605, -0.0362, 1.6745)  0.085
H (0.5295, 1.8176, 0.7578)  0.476
H (1.3070, 0.2486, -1.4351)  0.197
H (2.2650, 0.2804, 0.1298)  0.158
H (0.1537, -2.3919, 0.4985)  0.482
H (-1.5773, 0.9715, -0.5328)  0.229
H (-2.2449, -0.6658, -0.3368)  0.227

Output
HOMO-LUMO gap   10.2027 eV
Structure (SMILES)   OC[C@]1(O)CS1
HOMO level   -9.586 eV
LUMO energy   0.62 eV
M   106.15 g/mol

=====

Model two:
C3H6O2S | the ωB97M-V functional and the def2-TZVPD basis

Last column: natural (NBO) charge in e.
Geometry (Å):
C (1.4633, 0.2051, 0.5303)  -0.274
O (0.8703, -1.0391, 0.2486)  -0.566
C (-0.7133, -1.0788, 0.3041)  0.198
O (-1.3025, -0.6319, -0.8538)  -0.518
C (-1.1050, 0.7578, -1.0414)  -0.122
S (-1.4288, 1.2012, -2.4433)  0.134
H (1.3768, 1.0359, -0.2603)  0.176
H (1.0282, 0.6663, 1.6471)  0.151
H (2.6630, 0.1519, 0.7588)  0.210
H (-0.9512, -2.2382, 0.1428)  0.211
H (-1.2701, -0.5233, 1.0582)  0.178
H (-0.6307, 1.4931, -0.0912)  0.223

Output
HOMO-LUMO gap   9.3375 eV
Structure (SMILES)   COCOC=S
HOMO level   -9.192 eV
LUMO energy   0.15 eV
M   106.15 g/mol

=====

Model three:
C3H6O2S | the ωB97M-V functional and the def2-TZVPD basis

Last column: natural (NBO) charge in e.
Geometry (Å):
C (1.7326, 0.5660, -0.0553)  -0.245
O (0.3494, 0.4792, 0.0501)  -0.677
S (-0.1562, -0.8956, 0.7193)  0.789
O (-0.2573, -1.7437, -0.6793)  -0.880
H (2.1474, 0.8737, 0.9033)  0.179
H (1.7832, 1.4588, -0.8557)  0.193
H (2.1835, -0.3047, -0.3101)  0.164
H (0.6384, -2.0164, -1.1080)  0.485
C (-3.3542, -0.4031, -0.1253)  -0.226
C (-3.3333, 0.8001, -0.0397)  -0.238
H (-3.3189, -1.3928, -0.4593)  0.230
H (-3.0956, 1.8142, -0.0824)  0.226

Output
HOMO-LUMO gap   9.0717 eV
Structure (SMILES)   COSO.C#C
HOMO level   -8.593 eV
LUMO energy   0.48 eV
M   106.15 g/mol

=====

Result of the stability comparison: model three is the least stable of them.